[1]
The molecule C5H7N5 at a distorted geometry. Source: the Open Molecules 2025 dataset; level of theory: ωB97M-V/def2-TZVPD.

CARTESIAN COORDINATES (ANGSTROEM)
1 N 0.40 -2.74 1.85
2 N 1.54 -0.75 1.27
3 N 0.21 -1.93 -0.28
4 N 1.99 1.20 -0.15
5 N -1.60 2.47 -0.94
6 C 1.76 0.27 0.48
7 C -0.78 0.27 -0.47
8 C -1.19 1.24 -1.32
9 C 0.65 -1.85 1.00
10 C -0.35 -1.00 -0.95
11 H -0.78 0.45 0.60
12 H 0.85 -2.63 2.76
13 H -1.22 1.05 -2.38
14 H -1.62 3.21 -1.63
15 H -1.43 2.74 0.01
16 H 2.06 -0.78 2.14
17 H -0.50 -1.22 -2.00

Values from the calculation:
* Kohn-Sham gap (spin up / spin down): 6.1 / 6.7 eV
* calculated total energy: -468.34173 hartree
* 2S+1: 3
* HOMO (spin up / spin down): -5.4235 / -9.1115 eV
* max |F|: 4.8 eV/A
* charge: 0
* LUMO (spin up / spin down): 0.7 / -2.4 eV



[2]
The molecule C5H7N5O at a distorted geometry. Source: the Open Molecules 2025 dataset; level of theory: ωB97M-V/def2-TZVPD.

CARTESIAN COORDINATES (ANGSTROEM)
1 O -2.58 -0.23 -0.13
2 N 0.85 -1.95 0.35
3 N 2.05 -0.05 -0.24
4 N 0.88 2.04 -0.23
5 N -1.39 2.22 -0.42
6 N -1.45 -0.76 -0.16
7 C 0.07 -2.82 1.25
8 C 0.86 -0.63 -0.01
9 C 1.97 1.27 -0.38
10 C -0.39 0.03 -0.11
11 C -0.28 1.45 -0.27
12 H -2.30 1.74 -0.44
13 H 0.57 -2.96 2.28
14 H -0.93 -2.24 1.37
15 H 1.75 -2.34 -0.01
16 H 2.91 1.78 -0.59
17 H -1.22 3.21 -0.50
18 H -0.07 -3.87 0.94

Values from the calculation:
* SMILES: CNc1ncnc(N)c1N=O
* Kohn-Sham gap: 8.2 eV
* calculated total energy: -543.68236 hartree
* HOMO: -8.8101 eV
* max |F|: 3.2 eV/A
* charge: 0
* LUMO: -0.6 eV



[3]
The molecule C5H7NO at a distorted geometry. Source: the Open Molecules 2025 dataset; level of theory: ωB97M-V/def2-TZVPD.

CARTESIAN COORDINATES (ANGSTROEM)
1 O 1.51 -0.19 0.61
2 N 1.79 -0.58 -2.76
3 C 0.62 -0.06 -0.48
4 C 1.20 1.12 0.18
5 C -1.37 -0.26 1.09
6 C -0.79 -0.59 -0.28
7 C 1.24 -0.37 -1.76
8 H -1.44 -0.21 -1.09
9 H -0.73 -1.67 -0.41
10 H -1.61 0.80 1.21
11 H 0.59 1.72 0.86
12 H -2.30 -0.81 1.25
13 H 2.02 1.65 -0.31
14 H -0.67 -0.55 1.88

Values from the calculation:
* SMILES: CC[C@@]1(C#N)CO1
* Kohn-Sham gap: 12.0 eV
* calculated total energy: -324.66054 hartree
* HOMO: -11.1533 eV
* max |F|: 1.2 eV/A
* charge: 0
* LUMO: 0.8 eV



[4]
The molecule C5H7NO at a distorted geometry. Source: the Open Molecules 2025 dataset; level of theory: ωB97M-V/def2-TZVPD.

CARTESIAN COORDINATES (ANGSTROEM)
1 O 0.92 -1.92 -0.86
2 N 0.99 1.58 0.27
3 C 1.49 -0.69 -0.77
4 C 0.77 0.23 -0.05
5 C -1.70 0.56 0.64
6 C -0.38 -0.15 0.58
7 C -0.27 -2.01 -0.33
8 H -2.35 -0.31 0.61
9 H 2.46 -0.60 -1.22
10 H -1.93 1.22 -0.22
11 H -0.53 -3.11 -0.47
12 H 0.61 2.26 -0.36
13 H -1.93 1.11 1.56
14 H 1.87 1.86 0.65

Values from the calculation:
* Kohn-Sham gap (spin up / spin down): 8.0 / 8.0 eV
* calculated total energy: -324.50885 hartree
* HOMO (spin up / spin down): -7.3131 / -7.3130 eV
* max |F|: 5.1 eV/A
* charge: 0
* LUMO (spin up / spin down): 0.7 / 0.7 eV



[5]
The molecule C5H7NO. Source: the Open Molecules 2025 dataset; level of theory: ωB97M-V/def2-TZVPD.

CARTESIAN COORDINATES (ANGSTROEM)
1 O -0.79 -1.78 -1.30
2 N 1.24 0.98 0.72
3 C 0.25 0.24 0.41
4 C 2.46 0.28 1.03
5 C -1.07 0.81 0.09
6 C -1.82 -1.14 -1.28
7 C -2.01 0.17 -0.61
8 H -2.98 0.63 -0.75
9 H 0.33 -0.85 0.36
10 H -1.26 1.81 0.47
11 H 2.82 0.60 2.01
12 H 2.35 -0.81 1.03
13 H 3.24 0.54 0.30
14 H -2.71 -1.52 -1.83

Values from the calculation:
* SMILES: C/N=C/C=C\C=O
* Kohn-Sham gap: 9.2 eV
* calculated total energy: -324.65942 hartree
* HOMO: -9.7370 eV
* max |F|: 0.6 eV/A
* charge: 0
* LUMO: -0.5 eV



[6]
The molecule C5H7NO at a distorted geometry. Source: the Open Molecules 2025 dataset; level of theory: ωB97M-V/def2-TZVPD.

CARTESIAN COORDINATES (ANGSTROEM)
1 O 0.82 -0.55 -2.56
2 N 0.18 -1.30 0.58
3 C 0.96 0.63 -0.40
4 C 0.44 -0.42 -1.43
5 C -1.37 0.53 0.52
6 C 0.11 0.15 0.77
7 C -0.12 -1.65 -0.67
8 H -1.51 1.58 0.79
9 H 0.40 0.43 1.79
10 H 2.02 0.43 -0.21
11 H -2.05 -0.09 1.12
12 H 0.96 -1.86 0.91
13 H -1.67 0.44 -0.53
14 H 0.84 1.68 -0.68

Values from the calculation:
* Kohn-Sham gap: 8.1 eV
* calculated total energy: -324.58193 hartree
* HOMO: -8.4022 eV
* max |F|: 1.3 eV/A
* charge: 0
* LUMO: -0.3 eV



[7]
The molecule C5H7NO. Source: the Open Molecules 2025 dataset; level of theory: ωB97M-V/def2-TZVPD.

CARTESIAN COORDINATES (ANGSTROEM)
1 O 1.14 1.23 0.00
2 N -1.62 -1.08 -0.19
3 C 1.55 -1.15 0.37
4 C -1.04 1.36 -0.39
5 C 0.63 -0.04 0.08
6 C -0.71 0.00 -0.12
7 C 0.12 2.06 -0.29
8 H -1.96 1.58 -0.89
9 H 2.15 -0.95 1.26
10 H 0.98 -2.07 0.55
11 H -1.29 -1.85 0.38
12 H 2.23 -1.36 -0.46
13 H -2.55 -0.84 0.12
14 H 0.37 3.11 -0.41

Values from the calculation:
* SMILES: Cc1occc1N
* Kohn-Sham gap: 8.9 eV
* calculated total energy: -324.69234 hartree
* HOMO: -7.8219 eV
* max |F|: 1.0 eV/A
* charge: 0
* LUMO: 1.0 eV



[8]
A 2-piece molecular cluster, C5H7NO overall at a distorted geometry. Source: the Open Molecules 2025 dataset; level of theory: ωB97M-V/def2-TZVPD.

CARTESIAN COORDINATES (ANGSTROEM)
1 O 1.49 -1.13 3.35
2 N -1.82 1.38 2.56
3 C -1.20 0.00 -1.07
4 C -1.47 0.32 0.22
5 C -1.72 1.00 1.38
6 C -1.45 0.61 -2.40
7 C 1.80 -1.68 2.34
8 H -1.83 1.59 -2.34
9 H -0.54 0.57 -2.98
10 H -2.15 -0.04 -2.90
11 H 1.22 -2.71 2.12
12 H -0.88 -1.06 -1.13
13 H -2.33 2.20 2.50
14 H 2.26 -1.15 1.47

Values from the calculation:
* SMILES: CC=C=C=N.C=O
* Kohn-Sham gap: 8.9 eV
* calculated total energy: -324.55222 hartree
* HOMO: -8.6957 eV
* max |F|: 4.4 eV/A
* charge: 0
* LUMO: 0.2 eV